{
  "formula": "C28H84N9O8P3S5",
  "method": "the ωB97M-V functional and the def2-TZVPD basis",
  "spin_multiplicity": 2,
  "charge": 1,
  "homo_energy_ha": [-0.354, -0.354],
  "lumo_energy_ev": [-3.2, -7.9],
  "orbital_gap_ev": [6.5, 1.7],
  "e_above_lowest_kcal_mol": 53.6,
  "e_tot_ev": -142217.9447,
  "elements": ["O", "P", "N", "C", "C", "N", "C", "C", "N", "C", "C", "H", "H", "H", "H", "H", "H", "H", "H", "H", "H", "H", "H", "H", "H", "H", "H", "H", "H", "O", "P", "N", "C", "C", "N", "C", "C", "N", "C", "C", "H", "H", "H", "H", "H", "H", "H", "H", "H", "H", "H", "H", "H", "H", "H", "H", "H", "H", "O", "P", "N", "C", "C", "N", "C", "C", "N", "C", "C", "H", "H", "H", "H", "H", "H", "H", "H", "H", "H", "H", "H", "H", "H", "H", "H", "H", "H", "C", "S", "O", "C", "H", "H", "H", "H", "H", "H", "C", "S", "O", "C", "H", "H", "H", "H", "H", "H", "C", "S", "O", "C", "H", "H", "H", "H", "H", "H", "C", "S", "O", "C", "H", "H", "H", "H", "H", "H", "C", "S", "O", "C", "H", "H", "H", "H", "H", "H"],
  "coordinates": [[-0.21019, -1.47167, 5.63725], [0.91222, -0.58287, 6.06781], [2.35133, -1.02113, 5.19524], [2.40985, -0.84661, 3.75257], [3.35057, -2.04974, 5.59630], [1.57720, -0.53803, 7.65596], [0.79722, -1.13738, 8.77159], [2.78463, 0.21279, 8.02677], [0.61858, 1.06423, 5.71541], [1.61131, 2.26237, 5.53411], [-0.69706, 1.53088, 5.88354], [1.97311, 0.13489, 3.56810], [1.89423, -1.58050, 3.13320], [3.42527, -0.91039, 3.36150], [2.83722, -3.00939, 5.53590], [3.66445, -1.78681, 6.60647], [4.29183, -2.01321, 5.04787], [1.20521, -0.53357, 9.58218], [-0.26371, -0.96915, 8.58660], [1.07429, -2.17387, 8.96393], [3.62661, -0.43246, 8.27741], [3.23347, 0.78235, 7.21298], [2.61456, 0.82097, 8.91520], [1.33439, 3.03082, 4.81239], [1.95547, 2.72663, 6.45830], [2.52500, 1.85950, 5.09710], [-1.31005, 0.80704, 6.42056], [-1.11993, 1.54237, 4.87897], [-0.63849, 2.47963, 6.41697], [4.41771, -2.94797, -1.70442], [3.57796, -4.05336, -1.27675], [1.98640, -3.74763, -0.58649], [0.89970, -4.75071, -0.32911], [1.54970, -2.36820, -0.50879], [4.43610, -4.94485, -0.08359], [5.55447, -5.75393, -0.47197], [4.19460, -4.95555, 1.39819], [3.24499, -5.09766, -2.53710], [2.67454, -4.50173, -3.66492], [2.94647, -6.56420, -2.41988], [0.46678, -5.30630, -1.16098], [0.11017, -4.22824, 0.21104], [1.27790, -5.59670, 0.24479], [2.20360, -1.85334, 0.19509], [0.49275, -2.11760, -0.41846], [1.89530, -1.89954, -1.43021], [5.66484, -5.79229, -1.55568], [6.54090, -5.39574, -0.17741], [5.33733, -6.75886, -0.10994], [3.33930, -5.60367, 1.58920], [5.05798, -5.46132, 1.83049], [3.87518, -3.97887, 1.76176], [1.58544, -4.54595, -3.66514], [2.96994, -3.47188, -3.86551], [3.03088, -5.08813, -4.51184], [3.60617, -7.11357, -3.09151], [1.89487, -6.52123, -2.70342], [3.13838, -6.83657, -1.38205], [-3.56928, -0.09547, -4.30190], [-2.44071, -0.05568, -5.16292], [-1.07926, -0.89724, -4.51792], [0.10607, -0.98149, -5.25259], [-1.40134, -1.98683, -3.66162], [-2.09552, 1.55091, -5.52206], [-3.14068, 2.34641, -6.23246], [-1.06811, 2.24618, -4.66666], [-2.66872, -0.70734, -6.79213], [-1.68593, -0.47810, -7.85421], [-3.83193, -1.30114, -7.26154], [0.40455, -0.23589, -5.98954], [0.32495, -1.92099, -5.76007], [0.93027, -0.87188, -4.54775], [-0.53889, -2.36662, -3.11387], [-1.77730, -2.89780, -4.12735], [-2.19782, -1.74031, -2.95951], [-3.40889, 1.90678, -7.19313], [-4.05200, 2.49500, -5.65322], [-2.76047, 3.34080, -6.46639], [-0.48090, 1.56407, -4.05183], [-0.49426, 2.69355, -5.47824], [-1.56384, 2.96903, -4.01872], [-0.79847, 0.10374, -7.60526], [-1.47811, -1.44680, -8.30868], [-2.14012, 0.12082, -8.64358], [-3.71904, -1.90444, -8.16231], [-4.68974, -0.63444, -7.34973], [-4.21076, -2.00435, -6.51986], [2.10958, 6.94263, 3.47305], [1.84742, 5.42642, 2.43762], [2.61575, 4.34698, 3.25788], [0.04650, 5.14820, 2.82105], [3.14693, 7.23413, 3.63750], [1.76209, 6.65764, 4.46609], [1.54777, 7.85144, 3.25733], [-0.64667, 5.77664, 2.26186], [-0.15450, 5.36399, 3.87040], [-0.16561, 4.08126, 2.75212], [-4.81060, 4.87406, -1.12273], [-5.45741, 4.53502, -2.83229], [-4.92242, 5.58561, -3.75587], [-4.49820, 3.05915, -3.24266], [-3.80772, 4.44769, -1.14614], [-5.38503, 4.21533, -0.47141], [-4.90695, 5.91571, -0.81650], [-4.19707, 2.38447, -2.44127], [-3.55882, 3.41150, -3.66869], [-4.95201, 2.47213, -4.04114], [-2.05467, -3.13638, 3.15779], [-3.03500, -1.80884, 2.41363], [-3.29162, -2.23477, 0.94472], [-4.62304, -2.06797, 3.34610], [-1.10034, -3.29102, 2.65436], [-2.52023, -4.11378, 3.03125], [-1.94599, -2.87627, 4.21071], [-4.59345, -1.93496, 4.42756], [-4.79561, -3.14323, 3.29978], [-5.42059, -1.59725, 2.77128], [-1.59665, 0.95604, -1.25063], [-0.58649, 1.89513, 0.03104], [-1.61471, 2.92593, 0.46365], [-0.62411, 0.50598, 1.30242], [-2.45952, 0.49401, -0.77096], [-1.01101, 0.07657, -1.51826], [-1.78640, 1.65978, -2.06109], [-1.49102, 0.55595, 1.96125], [0.35169, 0.55608, 1.78555], [-0.74595, -0.42594, 0.75035], [1.10243, 5.94964, -2.77865], [0.08152, 6.50675, -1.42271], [-0.35503, 7.80681, -2.05778], [-1.15168, 5.17976, -1.73372], [1.40784, 4.91819, -2.60281], [1.86786, 6.72224, -2.85161], [0.49844, 5.84967, -3.68049], [-0.68062, 4.34473, -2.25228], [-1.92689, 5.39392, -2.46945], [-1.78487, 4.85066, -0.90978]],
  "mulliken_charge": [-0.68, 0.08, 0.36, -0.97, -0.94, 0.24, -0.99, -1.13, 0.58, -1.04, -1.06, 0.04, 0.41, 0.39, 0.31, 0.19, 0.36, 0.35, 0.31, 0.25, 0.37, 0.34, 0.39, 0.27, 0.34, 0.38, 0.35, 0.13, 0.37, -0.87, 0.20, 0.79, -0.88, -1.54, 0.17, -1.21, -0.89, 0.15, -1.05, -1.02, 0.23, 0.23, 0.32, 0.30, 0.58, 0.39, 0.35, 0.34, 0.49, 0.27, 0.43, 0.21, 0.28, 0.33, 0.38, 0.26, 0.41, 0.31, -0.99, 0.41, 0.80, -1.26, -1.15, 0.36, -0.96, -0.75, 0.28, -1.19, -1.07, 0.26, 0.42, 0.39, 0.15, 0.30, 0.44, 0.29, 0.19, 0.39, 0.34, 0.45, -0.13, 0.31, 0.39, 0.45, 0.36, 0.30, 0.33, -0.99, 0.51, -0.62, -0.72, 0.35, 0.29, 0.36, 0.36, 0.38, 0.05, -0.23, 0.57, -0.27, -0.85, -0.24, 0.40, 0.41, 0.44, 0.08, 0.62, -0.84, 0.73, -0.69, -1.14, 0.13, 0.44, 0.31, 0.37, 0.37, 0.32, 0.06, 0.51, -0.65, -0.35, 0.56, 0.10, -0.66, 0.29, 0.24, -0.02, -0.97, 0.66, -0.72, -0.69, 0.31, 0.39, 0.31, -0.05, 0.51, 0.18]
}